No. 1
Below is 7 unconnected molecules or ions with the total composition H13O6S in a non-equilibrium geometry, with properties calculated with the ωB97M-V functional and the def2-TZVPD basis.

The geometry in XYZ format:
```
20
Properties=species:S:1:pos:R:3:lowdin_charge:R:1
S -1.3710 -1.4081 -1.2812 0.2113
H -2.6129 -1.4899 -1.2311 -0.4183
H -1.1785 -0.8814 1.1344 -0.0530
H -1.8313 -1.3253 2.4525 0.0533
O -1.0571 -0.8417 2.1145 -0.1082
H 0.9464 1.7403 -0.2973 0.0031
H 1.2377 1.4240 1.1442 -0.0008
O 1.6866 1.6487 0.3230 -0.0782
H 1.3309 -1.5957 0.4169 0.0810
H 2.7374 -0.9941 0.1386 -0.0189
O 2.3584 -1.6665 0.6723 -0.1134
H -1.7188 1.6779 -1.5606 -0.0092
H -1.2289 0.4407 -0.7628 -0.1587
O -1.1862 1.4712 -0.8129 -0.1888
H -0.6674 2.0928 1.5389 -0.0042
H -0.8022 0.9722 2.4714 0.0413
O -0.4481 1.9444 2.4712 -0.1269
H 0.6732 -0.6737 -3.1468 -0.0572
H 1.6262 -1.5034 -2.4940 -0.0106
O 1.5056 -1.0323 -3.2911 -0.0437
```

Calculated values
- relative energy (zero: lowest compared OMol25 entry of this formula, charge and spin) (kcal per mole) = 22.0
- HOMO (eV) = -4.75
- lowest unoccupied orbital energy (eV) = 3.3
- net charge = -1
- F_max (eV Å⁻¹) = 4.12
- frontier orbital gap (eV) = 8.03
- E_tot (eV) = -23333.495
- 2S+1 = 1

---

No. 2
Below is 7 unconnected molecules or ions with the total composition H13O6S in a non-equilibrium geometry, with properties calculated with the ωB97M-V functional and the def2-TZVPD basis.

The geometry in XYZ format:
```
20
Properties=species:S:1:pos:R:3:lowdin_charge:R:1
S -0.3138 -1.1265 -0.4578 -0.0450
H -0.2823 0.1407 -0.9965 -0.3423
H -3.5975 -3.1700 0.4011 0.0230
H -2.9044 -3.2479 1.6874 0.0435
O -3.7461 -3.5414 1.2747 -0.0912
H 4.4504 0.5336 -0.9634 0.0382
H 5.6521 -0.1466 -0.3469 0.0199
O 5.3294 0.7154 -0.6049 -0.0660
H 1.4499 2.7967 2.2801 0.0005
H 0.1480 3.2049 1.7019 0.0156
O 0.8129 3.5219 2.3253 -0.0854
H 1.0234 0.3825 0.5560 -0.1337
H 2.1007 0.5150 1.7151 0.0286
O 1.7095 0.9620 0.9557 -0.1372
H -1.0936 -1.3534 -4.0029 0.0139
H -0.6714 -1.9912 -2.6784 -0.1119
O -1.1744 -2.1757 -3.4978 -0.1492
H -2.9093 2.3729 -0.4007 0.0233
H -2.2915 1.6349 0.6961 0.0310
O -2.4673 2.5548 0.4291 -0.0756
```

Calculated values
- relative energy (zero: lowest compared OMol25 entry of this formula, charge and spin) (kcal per mole) = 25.6
- HOMO (eV) = -4.26
- lowest unoccupied orbital energy (eV) = 3.2
- net charge = -1
- F_max (eV Å⁻¹) = 1.25
- frontier orbital gap (eV) = 7.46
- E_tot (eV) = -23333.342
- 2S+1 = 1

---

No. 3
Below is 7 unconnected molecules or ions with the total composition H13O6S in a non-equilibrium geometry, with properties calculated with the ωB97M-V functional and the def2-TZVPD basis.

The geometry in XYZ format:
```
20
Properties=species:S:1:pos:R:3:lowdin_charge:R:1
S 0.7366 0.7177 0.8360 0.1472
H 1.8464 0.9928 1.5582 -0.3175
H 3.2523 1.6710 -0.3600 0.0004
H 2.6499 0.4235 -1.0172 -0.0545
O 3.2514 1.1383 -1.1646 -0.1129
H 0.2891 -0.8704 2.3011 -0.1149
H -0.2453 -1.7732 3.4178 0.0059
O 0.2426 -1.8184 2.6057 -0.1428
H 1.1811 -2.5666 0.8599 -0.0401
H 1.4542 -3.0493 -0.5437 0.0214
O 1.8380 -2.9955 0.3344 -0.0665
H -2.7642 2.5690 -2.2695 0.0247
H -3.4396 1.4847 -1.4396 0.0097
O -3.5967 2.1159 -2.1431 -0.0626
H -2.8939 0.4305 1.4064 0.0302
H -1.7899 -0.3051 0.7282 -0.0307
O -2.7538 -0.1891 0.6835 -0.0870
H -0.4353 0.8435 -1.2571 -0.0892
H 0.2522 -0.3069 -1.9812 0.0015
O -0.3853 0.3997 -2.1153 -0.1223
```

Calculated values
- relative energy (zero: lowest compared OMol25 entry of this formula, charge and spin) (kcal per mole) = 21.4
- HOMO (eV) = -4.46
- lowest unoccupied orbital energy (eV) = 3.4
- net charge = -1
- F_max (eV Å⁻¹) = 1.74
- frontier orbital gap (eV) = 7.82
- E_tot (eV) = -23333.520
- 2S+1 = 1

---

No. 4
Below is 8 unconnected molecules or ions with the total composition H14IO7 in a non-equilibrium geometry, with properties calculated with the ωB97M-V functional and the def2-TZVPD basis.

The geometry in XYZ format:
```
22
Properties=species:S:1:pos:R:3:lowdin_charge:R:1
I 5.8750 -9.4240 -24.1950 0.3284
O 9.0930 -7.8230 -23.1530 -0.0625
H 8.9190 -7.0690 -23.6770 -0.0094
H 8.4090 -8.4460 -23.3660 -0.0898
O 2.3170 -10.3400 -24.5340 -0.0708
H 3.1400 -10.2070 -24.9650 -0.0777
H 1.6690 -9.7760 -24.9150 0.0111
O 5.0110 -12.3120 -22.1650 -0.1153
H 5.4060 -11.7490 -22.8590 -0.0975
H 4.0940 -12.4810 -22.4040 0.0220
O 6.1380 -6.2250 -22.4550 -0.0705
H 6.2910 -7.1570 -22.6420 -0.0783
H 5.9540 -5.9310 -23.3000 -0.0671
O 8.3270 -11.0430 -22.5700 -0.1321
H 7.5500 -10.9460 -23.1310 -0.1632
H 8.0840 -10.4220 -21.8780 0.0195
O 2.9220 -7.4210 -23.4650 -0.1051
H 3.6800 -8.0300 -23.5350 -0.1060
H 3.3290 -6.5670 -23.4640 0.0010
O 6.2760 -5.8960 -25.3270 -0.0758
H 7.1560 -5.8130 -24.9600 0.0269
H 6.1170 -6.8280 -25.2700 -0.0878
```

Calculated values
- relative energy (zero: lowest compared OMol25 entry of this formula, charge and spin) (kcal per mole) = 8.8
- HOMO (eV) = -5.73
- lowest unoccupied orbital energy (eV) = 3.1
- net charge = -1
- F_max (eV Å⁻¹) = 3.28
- frontier orbital gap (eV) = 8.79
- E_tot (eV) = -22664.202
- 2S+1 = 1

---

No. 5
Below is a molecular structure, H14LiO7 in a non-equilibrium geometry, with properties calculated with the ωB97M-V functional and the def2-TZVPD basis.

The geometry in XYZ format:
```
22
Properties=species:S:1:pos:R:3:lowdin_charge:R:1
Li 0.2975 0.1457 0.1037 0.6941
O -1.7827 0.1807 0.7742 -0.0499
H -2.3960 -0.1363 1.4225 0.0827
H -2.1439 1.0396 0.5542 0.0885
O -0.0112 1.3784 -1.3610 -0.0738
H -0.2493 1.0270 -2.2078 0.0549
H 0.6642 2.0259 -1.5710 0.0735
O 0.3825 -1.5188 -1.4935 -0.0369
H -0.1425 -2.2767 -1.6314 0.0402
H 0.7090 -1.3285 -2.3645 0.0576
O 0.7562 -1.0814 1.5361 -0.0800
H 1.5334 -1.6590 1.6046 0.0899
H 0.0232 -1.6537 1.6938 0.0503
O -2.8960 -1.0474 -1.2404 -0.0627
H -2.3930 -0.8643 -0.4435 -0.0414
H -3.6607 -0.4575 -1.2168 0.0463
O 2.5275 0.2721 -0.4667 -0.0662
H 2.8319 0.9644 0.1226 0.0435
H 2.9142 -0.5194 -0.0861 0.0505
O 1.1362 1.8348 1.7249 -0.0546
H 1.4961 2.3699 2.4104 0.0424
H 0.4034 1.3045 2.1359 0.0512
```

Calculated values
- relative energy (zero: lowest compared OMol25 entry of this formula, charge and spin) (kcal per mole) = 9.2
- HOMO (eV) = -14.28
- lowest unoccupied orbital energy (eV) = -3.3
- net charge = +1
- F_max (eV Å⁻¹) = 2.31
- frontier orbital gap (eV) = 10.94
- E_tot (eV) = -14761.620
- 2S+1 = 1

---

No. 6
Below is a molecular structure, H14LiO7 in a non-equilibrium geometry, with properties calculated with the ωB97M-V functional and the def2-TZVPD basis.

The geometry in XYZ format:
```
22
Properties=species:S:1:pos:R:3:lowdin_charge:R:1
Li -3.8022 -6.6649 4.3323 0.6911
O -3.6691 -7.7011 2.7767 -0.1006
H -2.8527 -8.0570 2.3628 0.1097
H -4.2918 -7.7644 2.0759 0.0555
O -4.0616 -5.5332 6.0848 -0.0786
H -3.7875 -5.2593 6.9762 0.0877
H -4.7393 -4.8757 5.8033 0.0831
O -2.3902 -5.5998 4.3697 -0.1012
H -2.1155 -4.8924 4.8699 0.0516
H -2.2445 -5.3517 3.4167 0.1334
O -4.9778 -5.4540 2.9538 0.0721
H -4.7296 -4.6249 2.9624 -0.0105
H -5.7825 -5.5196 2.6219 0.0083
O -3.2351 -10.3510 5.3211 -0.1063
H -3.3070 -10.9666 4.5145 0.0866
H -3.0475 -9.3911 5.2004 -0.0053
O -1.4558 -7.9795 5.0461 -0.0345
H -1.5248 -6.9993 4.7071 0.0577
H -1.2152 -8.1554 5.8675 -0.0307
O -5.3662 -8.1698 4.5930 -0.0055
H -6.2500 -7.9229 4.3458 0.0689
H -5.3489 -8.8377 4.0282 -0.0327
```

Calculated values
- relative energy (zero: lowest compared OMol25 entry of this formula, charge and spin) (kcal per mole) = 64.6
- HOMO (eV) = -13.45
- lowest unoccupied orbital energy (eV) = -3.6
- net charge = +1
- F_max (eV Å⁻¹) = 8.48
- frontier orbital gap (eV) = 9.82
- E_tot (eV) = -14759.216
- 2S+1 = 1

---

No. 7
Below is a molecular structure, H14LiO7 in a non-equilibrium geometry, with properties calculated with the ωB97M-V functional and the def2-TZVPD basis.

The geometry in XYZ format:
```
22
Properties=species:S:1:pos:R:3:lowdin_charge:R:1
Li -0.3013 0.2464 -0.0116 0.4182
O -0.6495 0.3706 -1.6114 -0.1076
H -0.5270 0.7956 -2.4603 0.1313
H -0.3681 -0.5333 -1.7528 0.0430
O -1.6567 -0.1523 0.2706 -0.0882
H -2.4353 0.1866 -0.1711 0.1154
H -1.9847 -0.8589 0.8268 0.0973
O -0.6252 -0.7690 2.3993 -0.0396
H -0.0924 -0.1926 1.8515 -0.1669
H -0.0231 -1.4588 2.6784 0.0510
O -0.4678 1.6951 -0.0595 -0.0890
H -0.6932 1.9526 -0.9535 0.0952
H -0.6730 2.4650 0.4709 0.1212
O 0.4452 -1.1274 -0.6177 -0.0132
H 0.8470 -1.8084 -0.0782 0.1717
H 0.0309 -1.6043 -1.3369 0.1553
O 1.7589 0.1606 -1.2578 -0.0348
H 2.7075 0.0396 -1.3007 0.0667
H 1.4315 -0.6481 -0.8640 -0.2043
O 0.7654 0.3442 1.1234 -0.0183
H 1.5141 -0.2395 1.2457 0.1388
H 0.9967 1.1361 1.6089 0.1568
```

Calculated values
- relative energy (zero: lowest compared OMol25 entry of this formula, charge and spin) (kcal per mole) = 274.6
- HOMO (eV) = -14.28
- lowest unoccupied orbital energy (eV) = -3.9
- net charge = +1
- F_max (eV Å⁻¹) = 11.83
- frontier orbital gap (eV) = 10.35
- E_tot (eV) = -14750.109
- 2S+1 = 1

---

No. 8
Below is 6 unconnected molecules or ions with the total composition H14NO5 in a non-equilibrium geometry, with properties calculated with the ωB97M-V functional and the def2-TZVPD basis.

The geometry in XYZ format:
```
20
Properties=species:S:1:pos:R:3:lowdin_charge:R:1
N 0.0249 1.3251 -0.5794 0.2279
H 0.8234 1.8732 -1.0159 0.1680
H -0.6932 1.1785 -1.3404 0.1483
H -0.3955 1.8289 0.2548 0.0997
H 0.2457 0.3537 -0.2117 0.1090
H -1.0555 -1.6153 -2.4029 0.0396
H -1.8634 -1.0097 -1.1897 0.0687
O -1.0796 -1.5684 -1.4502 -0.0651
H 2.6127 -0.5124 0.1854 0.0974
H 2.1305 -1.3102 -1.0745 0.0437
O 2.1435 -0.3519 -0.7093 -0.1421
H -2.3277 2.2946 2.1896 0.0769
H -3.5887 1.3962 1.9449 0.0404
O -2.7168 1.5788 1.5724 -0.1111
H 1.2588 -3.6117 -0.4644 0.0878
H 1.8004 -3.6251 -2.0111 0.0812
O 1.8074 -3.1466 -1.1500 -0.0802
H 0.1323 0.7855 2.5994 0.1512
H 0.6215 2.3954 2.7414 0.1212
O 0.1193 1.7415 2.1114 -0.1626
```

Calculated values
- relative energy (zero: lowest compared OMol25 entry of this formula, charge and spin) (kcal per mole) = 44.2
- HOMO (eV) = -14.71
- lowest unoccupied orbital energy (eV) = -3.2
- net charge = +1
- F_max (eV Å⁻¹) = 3.96
- frontier orbital gap (eV) = 11.48
- E_tot (eV) = -11948.507
- 2S+1 = 1